Record 1
Here is the molecule C28H44O from the Open Molecules 2025 dataset. Energies are from the ωB97M-V functional and the def2-TZVPD basis.

Element x y z (Å)
C1 -6.375 -2.840 -0.585
C2 -6.508 -1.561 -0.240
C3 -7.788 -1.041 0.366
C4 -7.465 0.012 1.424
C5 -6.747 1.233 0.819
O1 -7.622 2.323 0.630
C6 -6.044 0.850 -0.499
C7 -5.478 -0.538 -0.419
C8 -4.165 -0.842 -0.449
C9 -3.074 0.079 -0.593
C10 -1.765 -0.220 -0.646
C11 -1.185 -1.597 -0.539
C12 -0.154 -1.638 0.589
C13 0.941 -0.602 0.358
C14 0.389 0.822 0.245
C15 -0.098 1.315 1.606
C16 1.403 1.802 -0.389
C17 2.804 1.868 0.246
C18 3.546 3.107 -0.276
C19 3.685 0.677 0.015
C20 4.298 0.008 0.977
C21 5.239 -1.150 0.755
C22 4.510 -2.278 0.017
C23 6.506 -0.686 0.008
C24 7.190 0.438 0.786
C25 7.493 -1.830 -0.208
C26 1.358 1.488 -1.893
C27 -0.039 0.902 -2.157
C28 -0.755 0.879 -0.792
H1 -5.488 -3.220 -1.059
H2 -7.167 -3.550 -0.421
H3 -8.349 -1.864 0.812
H4 -8.417 -0.607 -0.418
H5 -6.825 -0.444 2.182
H6 -8.376 0.354 1.919
H7 -6.004 1.608 1.530
H8 -8.314 2.057 0.012
H9 -6.788 0.879 -1.304
H10 -5.287 1.595 -0.734
H11 -3.904 -1.885 -0.342
H12 -3.339 1.125 -0.668
H13 -1.959 -2.342 -0.358
H14 -0.689 -1.859 -1.479
H15 -0.654 -1.455 1.541
H16 0.294 -2.634 0.637
H17 1.474 -0.858 -0.558
H18 1.658 -0.645 1.178
H19 -0.966 0.745 1.930
H20 0.681 1.212 2.358
H21 -0.389 2.362 1.554
H22 0.971 2.802 -0.254
H23 2.666 1.989 1.326
H24 4.509 3.205 0.222
H25 2.968 4.009 -0.087
H26 3.721 3.025 -1.346
H27 3.874 0.424 -1.019
H28 4.120 0.286 2.009
H29 5.551 -1.532 1.733
H30 4.312 -1.996 -1.014
H31 5.097 -3.192 0.022
H32 3.559 -2.483 0.504
H33 6.204 -0.295 -0.970
H34 7.513 0.080 1.762
H35 8.064 0.797 0.247
H36 6.509 1.272 0.932
H37 8.413 -1.450 -0.647
H38 7.089 -2.584 -0.878
H39 7.739 -2.304 0.741
H40 1.530 2.389 -2.482
H41 2.126 0.767 -2.166
H42 0.038 -0.103 -2.568
H43 -0.603 1.502 -2.871
H44 -1.265 1.840 -0.665

The total energy comes out at -1168.5200 Ha. Its SMILES is C=C1CC[C@H](O)C/C1=C\C=C1/CCC[C@@]2(C)[C@@H]([C@H](C)/C=C/[C@@H](C)C(C)C)CC[C@@H]12. The calculation puts the LUMO energy at 0.593 eV. The calculation puts the HOMO energy at -7.63 eV. The value obtained for the relative energy (zero: lowest compared OMol25 entry of this formula, charge and spin) is 1.0893 eV. Its frontier orbital gap is 8.227 eV.

***

Record 2
Here is a structure of composition C40H40Cl2Ge2N6O3SSeTi from the Open Molecules 2025 dataset. Energies are from the ωB97M-V functional and the def2-TZVPD basis.

Element x y z (Å)
Ti1 -0.860 -1.060 0.172
C1 -2.622 -2.689 4.327
C2 -1.557 -3.280 5.003
C3 -0.374 -3.456 4.329
C4 -0.263 -3.042 2.991
N1 -1.273 -2.438 2.354
C5 -2.419 -2.281 3.027
N2 0.940 -3.327 2.393
C6 1.298 -3.033 1.206
N3 0.630 -2.374 0.149
C7 1.445 -2.493 -0.983
N4 1.192 -2.269 -2.219
C8 -0.039 -1.959 -2.738
C9 -0.173 -2.163 -4.119
C10 -1.394 -2.002 -4.725
C11 -2.475 -1.611 -3.944
C12 -2.265 -1.379 -2.608
N5 -1.080 -1.549 -1.989
C13 2.730 -3.089 -0.596
C14 3.872 -3.335 -1.336
C15 4.929 -3.944 -0.674
C16 4.826 -4.306 0.672
C17 3.667 -4.069 1.396
C18 2.630 -3.445 0.729
H1 -3.582 -2.531 4.798
H2 -1.659 -3.599 6.032
H3 0.491 -3.918 4.783
H4 -3.224 -1.777 2.509
H5 0.709 -2.474 -4.659
H6 -1.508 -2.169 -5.788
H7 -3.458 -1.447 -4.361
H8 -3.080 -1.015 -2.007
H9 3.933 -3.052 -2.378
H10 5.851 -4.141 -1.205
H11 5.673 -4.775 1.156
H12 3.576 -4.333 2.440
C19 2.552 0.273 -3.916
Ge1 2.230 1.453 -2.373
C20 2.079 3.279 -3.101
C21 3.888 1.383 -1.335
Ge2 0.118 1.051 -1.118
C22 -0.006 2.656 0.048
C23 1.068 3.536 0.163
C24 0.958 4.732 0.865
C25 -0.244 5.080 1.462
C26 -1.321 4.207 1.379
C27 -1.194 3.006 0.696
C28 -1.273 1.493 -2.496
C29 -2.617 1.697 -2.169
C30 -3.566 1.997 -3.136
C31 -3.192 2.113 -4.468
C32 -1.866 1.915 -4.817
C33 -0.927 1.603 -3.842
H13 3.540 0.524 -4.307
H14 1.828 0.406 -4.719
H15 2.552 -0.771 -3.611
H16 3.013 3.492 -3.626
H17 1.947 4.024 -2.317
H18 1.254 3.380 -3.805
H19 4.653 1.914 -1.906
H20 4.200 0.348 -1.200
H21 3.813 1.824 -0.343
H22 2.022 3.290 -0.284
H23 1.813 5.392 0.937
H24 -0.339 6.018 1.994
H25 -2.263 4.459 1.853
H26 -2.043 2.334 0.674
H27 -2.952 1.594 -1.146
H28 -4.599 2.144 -2.846
H29 -3.928 2.360 -5.224
H30 -1.556 2.002 -5.852
H31 0.097 1.440 -4.153
Cl1 -5.544 -0.919 1.497
C34 -4.805 -1.986 0.299
Cl2 -5.535 -1.742 -1.300
C35 -3.297 -1.764 0.181
O1 -2.556 -2.719 -0.045
O2 -2.822 -0.579 0.299
H32 -4.989 -3.014 0.590
O3 -0.516 0.139 1.616
S1 -0.037 0.270 3.091
C36 -1.560 0.829 3.908
C37 -1.062 1.713 5.037
C38 -0.053 2.664 4.392
C39 0.788 1.863 3.393
H33 -2.124 -0.041 4.229
H34 -2.122 1.388 3.157
H35 -0.590 1.106 5.814
H36 -1.890 2.248 5.501
H37 0.598 3.126 5.134
H38 -0.581 3.458 3.870
H39 1.768 1.577 3.772
H40 0.933 2.341 2.430
Se1 2.630 -0.097 1.528
C40 3.891 0.841 2.457
N6 4.651 1.478 3.056

The total energy comes out at -10825.9516 Ha. The calculation puts the LUMO energy at -0.920 eV. The calculation puts the HOMO energy at -7.03 eV. The value obtained for the relative energy (zero: lowest compared OMol25 entry of this formula, charge and spin) is 3.4945 eV. Its frontier orbital gap is 6.107 eV.

***

> Look up the frontier orbital gap of the first one.

8.227 eV

***

> Which of these has the highest relative energy (zero: lowest compared OMol25 entry of this formula, charge and spin)?

C40H40Cl2Ge2N6O3SSeTi

***

> HOMO of number 2 (C40H40Cl2Ge2N6O3SSeTi)?

-7.03 eV